The following is a quantum chemistry calculation of a structure of composition C23H37AsBCsF3N8OS, from the OMol25 dataset.

Atoms and positions in Å:
Cs -0.877 -0.116 -0.162
C 1.570 -2.007 -2.873
C 2.216 -2.071 -1.523
C 3.556 -1.815 -1.164
C 3.584 -2.004 0.202
N 2.355 -2.358 0.600
N 1.505 -2.401 -0.453
B 1.808 -2.493 2.048
N 1.429 -1.097 2.592
C 0.405 -0.784 3.412
C 0.489 0.550 3.722
C 1.637 0.985 3.035
C 2.182 2.375 2.960
N 2.208 -0.010 2.367
N 0.593 -3.409 2.074
C 0.302 -4.320 3.059
C -1.019 -4.491 3.247
C -1.734 -3.617 2.276
C -2.965 -2.850 2.678
N -0.637 -2.875 1.579
N 2.939 -3.065 2.943
C 3.532 -2.464 3.991
C 4.521 -3.306 4.457
C 4.448 -4.427 3.609
C 5.285 -5.669 3.632
N 3.495 -4.274 2.703
H 2.324 -1.880 -3.651
H 1.015 -2.925 -3.074
H 0.851 -1.184 -2.938
H 4.375 -1.544 -1.812
H 4.388 -1.909 0.916
H -0.329 -1.520 3.692
H -0.228 1.140 4.267
H 1.830 2.968 3.805
H 3.272 2.367 2.961
H 1.843 2.866 2.047
H 1.118 -4.821 3.559
H -1.487 -5.159 3.952
H -3.791 -3.537 2.881
H -2.782 -2.255 3.575
H -3.273 -2.163 1.889
H 3.220 -1.485 4.314
H 5.194 -3.138 5.282
H 5.994 -5.639 4.460
H 4.662 -6.558 3.744
H 5.847 -5.778 2.702
C 1.545 3.772 -0.729
S 1.997 2.033 -0.860
C 3.675 2.084 -0.220
H 2.115 4.386 -1.428
H 1.689 4.138 0.288
H 0.486 3.839 -0.972
H 3.695 2.499 0.787
H 4.331 2.654 -0.881
H 4.004 1.047 -0.172
F -4.166 1.808 1.638
C -2.803 1.661 2.003
F -2.943 1.429 3.403
F -2.395 3.028 2.020
C -1.418 -3.872 0.842
H -0.902 -4.789 0.585
H -2.044 -3.446 0.064
C -3.155 -2.170 -2.509
As -2.668 -0.574 -3.573
C -1.683 -1.744 -5.018
C -4.193 0.606 -2.719
O -1.330 0.102 -2.800
H -3.941 -2.742 -3.007
H -3.519 -1.872 -1.522
H -2.272 -2.802 -2.405
H -2.392 -2.438 -5.477
H -0.873 -2.284 -4.522
H -1.286 -1.066 -5.773
H -5.153 0.136 -2.939
H -4.135 1.593 -3.175
H -4.014 0.666 -1.643

Results
Net charge: -2
Energy above the lowest of the compared OMol25 structures with the same formula, charge and spin in eV: 0.183
Spin multiplicity: 2
HOMO energy (alpha / beta) in eV: -0.18 / -1.95
Gap between HOMO and LUMO (alpha / beta) in eV: 4.0 / 5.8